No. 1
This record from OMol25 describes a molecular structure, C11H11NS in a non-equilibrium geometry. The level of theory is ωB97M-V with the def2-TZVPD basis set.

CARTESIAN COORDINATES (ANGSTROEM)
1 C -2.0553 1.9402 1.0857
2 C 2.5871 1.3676 -0.7696
3 C 1.8286 2.0045 -1.6482
4 C 2.0581 0.6532 0.3297
5 C 0.4999 2.0734 -1.4462
6 C 0.6930 0.8160 0.5302
7 C -0.0759 1.5196 -0.3255
8 C -2.1525 -0.2033 -0.5305
9 C -3.6052 -1.4602 0.8528
10 C -2.1982 -0.9642 0.6724
11 C -1.5006 1.6916 -0.1740
12 N -2.5289 2.1578 2.1145
13 S -2.1516 -0.6320 -2.0427
14 H 3.6594 1.3974 -0.9242
15 H 2.2072 2.3798 -2.6553
16 H 2.5449 -0.1263 0.9706
17 H -0.1679 2.7332 -2.0573
18 H 0.2910 0.2809 1.3131
19 H -3.8073 -2.1276 -0.0543
20 H -3.7264 -1.7287 1.8615
21 H -4.3776 -0.6311 0.8700
22 H -1.8865 -0.3357 1.4490
23 H -1.5820 -1.8152 0.4807
24 H -2.0568 2.1539 -0.9687

HOMO level: -8.3 eV
max |F|: 4.6 eV/A
energy above the lowest of the compared OMol25 structures with the same formula, charge and spin: 2.8511 eV
HOMO-LUMO gap: 7.819 eV

Results of the natural (NBO) charge analysis, in e, for atoms 1 through 2: number 1, C, carries 0.259; number 2, C, carries -0.212


No. 2
This record from OMol25 describes a molecular structure, CClNO3S2 in a non-equilibrium geometry. The level of theory is ωB97M-V with the def2-TZVPD basis set.

CARTESIAN COORDINATES (ANGSTROEM)
1 C -2.4381 -0.2519 -0.3636
2 N -3.3970 0.3549 -0.4990
3 O 0.9508 1.4124 -0.6022
4 O 2.3856 0.9270 1.3559
5 O -1.4008 -0.9823 -0.2819
6 S -0.4772 -1.1284 1.0819
7 S 1.6040 0.4702 0.2531
8 Cl 2.7726 -0.8019 -0.9442

HOMO level (spin up / spin down): -10.8 / -10.8 eV
max |F|: 2.3 eV/A
energy above the lowest of the compared OMol25 structures with the same formula, charge and spin: 1.3599 eV
HOMO-LUMO gap (spin up / spin down): 7.075 / 7.071 eV

Results of the natural (NBO) charge analysis, in e, for atoms 1 through 2: number 1, C, carries 0.530; number 2, N, carries -0.350


No. 3
This record from OMol25 describes a molecular structure, C39H32ClF3N5O4Sr. The level of theory is ωB97M-V with the def2-TZVPD basis set.

CARTESIAN COORDINATES (ANGSTROEM)
1 Sr -0.1964 -0.5381 0.2112
2 Cl 2.8335 6.3936 2.7240
3 C 2.2646 4.7922 2.3041
4 C 2.0360 3.8590 3.3179
5 C 1.6084 2.5894 3.0167
6 C 1.3885 2.1857 1.6676
7 O 1.0867 1.0006 1.3399
8 C 1.5677 3.1869 0.6549
9 C 1.2459 2.9526 -0.7315
10 N 0.5499 1.9915 -1.2333
11 C 0.2772 2.0912 -2.6096
12 C 0.1102 3.2848 -3.2784
13 C -0.1453 3.3226 -4.6621
14 C -0.2651 2.1695 -5.3797
15 C -0.1750 0.9212 -4.7226
16 C -0.3692 -0.3041 -5.4050
17 C -0.3419 -1.4720 -4.7051
18 C -0.1205 -1.4189 -3.3097
19 N 0.0939 -0.3049 -2.6565
20 C 0.0785 0.8718 -3.3338
21 C 2.0350 4.4645 0.9898
22 H 2.2061 4.1524 4.3465
23 H 1.4355 1.8639 3.8017
24 H 1.6481 3.7319 -1.3906
25 H 0.1509 4.2176 -2.7325
26 H -0.2557 4.2844 -5.1476
27 H -0.4641 2.1841 -6.4451
28 H -0.5528 -0.2885 -6.4733
29 H -0.4995 -2.4327 -5.1752
30 H -0.1238 -2.3367 -2.7266
31 H 2.1947 5.2017 0.2111
32 C 0.1459 -3.7256 7.1266
33 O -0.7988 -2.6631 7.2334
34 C -2.0433 -2.9901 6.7284
35 C -2.9100 -3.7849 7.4531
36 C -4.1593 -4.1040 6.9419
37 C -4.5171 -3.6146 5.6946
38 C -3.6571 -2.8104 4.9646
39 C -2.4033 -2.4739 5.4747
40 N -1.4785 -1.6616 4.8330
41 C -1.5545 -1.2247 3.4922
42 N -2.6818 -0.5272 3.2509
43 C -3.2096 0.1833 2.1302
44 C -2.5714 0.3324 0.9048
45 C -3.2655 1.1459 -0.0116
46 C -4.4886 1.7363 0.2495
47 C -5.1042 1.5438 1.4826
48 C -4.4613 0.7649 2.4235
49 O -4.9706 0.5244 3.6886
50 C -6.2259 1.0764 3.9985
51 N -0.5871 -1.4290 2.6707
52 C 0.4704 -2.2754 3.0547
53 C 1.7689 -1.7871 3.0761
54 C 2.8446 -2.6296 3.3356
55 C 2.6208 -3.9742 3.5617
56 C 1.3267 -4.4866 3.5341
57 C 0.2516 -3.6465 3.2859
58 O -1.0409 -4.0471 3.2646
59 C -1.3054 -5.4298 3.2000
60 H 1.0889 -3.3406 7.5099
61 H 0.2772 -4.0330 6.0847
62 H -0.1673 -4.5871 7.7236
63 H -2.5863 -4.1399 8.4248
64 H -4.8408 -4.7226 7.5111
65 H -5.4829 -3.8586 5.2692
66 H -3.9549 -2.4503 3.9895
67 H -0.5354 -1.7842 5.1694
68 H -3.2077 -0.3442 4.0908
69 H -2.8331 1.3400 -0.9942
70 H -4.9769 2.3559 -0.4963
71 H -6.0594 2.0023 1.6981
72 H -6.4601 0.7496 5.0099
73 H -7.0001 0.7181 3.3128
74 H -6.2041 2.1705 3.9674
75 H 1.9123 -0.7362 2.8524
76 H 3.8504 -2.2288 3.3409
77 H 3.4515 -4.6439 3.7489
78 H 1.1626 -5.5431 3.6967
79 H -2.3719 -5.5183 3.0086
80 H -1.0695 -5.9242 4.1499
81 H -0.7481 -5.8992 2.3866
82 F -0.2671 -4.4196 0.4178
83 C -0.2663 -3.6718 -0.7204
84 F 0.8954 -2.7330 -0.4008
85 F -1.3185 -2.7245 -0.4230

charge: -1
HOMO level: -4.7 eV
max |F|: 0.8 eV/A
energy above the lowest of the compared OMol25 structures with the same formula, charge and spin: 0.1960 eV
HOMO-LUMO gap: 6.781 eV

Results of the Mulliken charge analysis, in e, for atoms 1 through 2: number 1, Sr, carries 2.227; number 2, Cl, carries -0.275


No. 4
This record from OMol25 describes 2 unconnected molecules or ions with the total composition C2H4ClF3 in a non-equilibrium geometry. The level of theory is ωB97M-V with the def2-TZVPD basis set.

CARTESIAN COORDINATES (ANGSTROEM)
1 F -1.1851 1.5456 0.4598
2 C -0.5721 1.6316 -0.7475
3 Cl 1.1836 1.4482 -0.5580
4 H -0.7588 2.6139 -1.1837
5 H -0.9222 0.8266 -1.3947
6 F -0.7870 -1.5322 0.2473
7 C 0.4736 -1.6648 0.7281
8 F 1.2362 -0.6478 0.2566
9 H 0.8897 -2.6132 0.3732
10 H 0.4421 -1.6079 1.8189

HOMO level: -10.2 eV
max |F|: 3.1 eV/A
energy above the lowest of the compared OMol25 structures with the same formula, charge and spin: 1.6823 eV
SMILES: FCCl.FCF
HOMO-LUMO gap: 11.198 eV

Results of the natural (NBO) charge analysis, in e, for atoms 1 through 2: number 1, F, carries -0.344; number 2, C, carries 0.047